1.
ORCA calculation (wB97M-V/def2-TZVPD) on 2 unconnected molecules or ions with the total composition C5H5NO4 at a distorted geometry.

```
15
Properties=species:S:1:pos:R:3:forces:R:3:nbo_charge:R:1
C 1.3877 0.0150 -0.1684 2.21 -1.56 -0.83 0.251
C 2.3487 -0.7542 -1.0504 -1.11 1.12 2.22 0.308
C 4.8484 0.5883 0.3829 0.56 0.54 -2.39 1.033
C 0.2955 0.9348 -0.4817 -2.01 -1.11 1.34 -0.495
C -0.2106 1.2472 0.9757 0.01 2.46 -0.12 -0.333
N 0.3578 0.4044 1.9051 3.30 -3.08 -0.75 0.017
O 5.1004 0.7491 -0.7206 0.74 0.34 -2.03 -0.531
O 3.4178 -1.2029 -0.6538 -1.23 -0.13 -0.64 -0.529
O 4.6142 0.5359 1.4782 -0.93 -0.50 4.47 -0.505
O 1.5148 -0.2085 1.1109 -2.02 0.81 2.77 -0.305
H 1.8886 -0.8839 -2.0179 0.41 -0.23 -1.01 0.127
H 0.7011 1.8037 -0.9653 -0.70 0.38 -0.63 0.250
H -0.5652 0.3876 -0.8758 0.31 0.36 -1.35 0.242
H 0.3500 2.1766 1.1715 -0.65 0.63 0.32 0.223
H -1.2821 1.3712 1.3463 1.09 -0.02 -1.37 0.249
```
Forces are in eV/Å.

Output
HOMO-LUMO gap (spin up / spin down): 0.2616 / 0.3407 Ha
E_LUMO (spin up / spin down): -0.85 / -0.56 eV

=====

2.
ORCA calculation (wB97M-V/def2-TZVPD) on a molecular structure, C64H176CdClN16O20 at a distorted geometry.

```
278
Properties=species:S:1:pos:R:3:forces:R:3:lowdin_charge:R:1
Cd -4.3419 -3.1026 -0.4294 -0.51 2.26 1.85 1.366
Cl -0.4669 0.4651 0.8379 -1.66 0.68 0.16 0.600
O 0.0025 -0.5234 -0.0462 1.26 -2.25 -2.01 -0.371
O -0.0736 1.7504 0.3740 0.21 0.91 -0.07 -0.324
O -1.9223 0.3613 0.8203 0.08 0.25 0.65 -0.367
O 0.0746 0.1992 2.1310 -0.11 0.14 0.99 -0.339
C 0.4369 -1.6175 -9.0473 -0.93 0.11 0.49 -0.069
C 0.9280 -1.0757 -7.7060 1.02 0.17 0.41 -0.406
C 1.4523 -2.2456 -6.7888 0.70 1.33 -0.54 -0.157
O 1.7538 -1.8034 -5.4770 -0.73 2.11 -0.75 -0.221
C 2.1544 -2.7900 -4.6160 -0.50 -0.43 1.03 -0.139
N 1.9801 -0.0873 -8.0165 0.93 -0.65 0.03 0.033
H -0.4863 -2.1906 -8.9622 0.09 -0.38 0.33 0.060
H 1.1769 -2.2431 -9.5464 0.09 0.32 -0.03 0.089
H 0.0990 -0.7794 -9.6569 0.51 0.07 -0.31 0.080
H 0.2085 -0.4609 -7.1652 -0.97 -0.79 0.18 0.114
H 2.4259 -2.5748 -7.1518 -0.15 -0.40 -0.80 0.131
H 0.7363 -3.0670 -6.7638 -0.18 -0.13 -0.02 0.122
H 3.1866 -3.1242 -4.7201 0.02 -0.34 -0.48 0.104
H 1.3896 -3.5628 -4.6932 0.45 -0.86 0.22 0.082
H 2.0845 -2.3832 -3.6072 0.04 0.08 0.17 0.070
H 1.6627 0.6421 -8.6388 -0.24 -0.11 -0.07 0.069
H 2.3502 0.3666 -7.1936 -0.03 -0.11 0.18 0.048
C -6.6473 -2.0866 -3.9632 0.48 0.78 0.97 -0.017
C -5.6427 -1.9940 -2.7269 -1.89 -0.06 -1.06 -0.372
C -6.0059 -0.9346 -1.6438 1.19 -0.13 -1.28 -0.133
O -5.1553 -1.1391 -0.5000 -1.29 1.28 -0.38 -0.321
C -5.5167 -0.3453 0.6212 -0.46 1.34 -0.36 -0.062
N -5.6349 -3.3034 -2.0864 -1.63 -1.25 -1.51 -0.044
H -7.6825 -2.2712 -3.6763 -0.03 0.08 0.51 0.077
H -6.3958 -2.9394 -4.5937 0.42 0.17 -0.10 0.078
H -6.6649 -1.1696 -4.5521 0.22 -0.08 -0.11 0.083
H -4.6416 -1.8245 -3.1233 0.05 0.24 0.18 0.097
H -7.0666 -0.9504 -1.3934 -0.07 -0.14 0.22 0.136
H -5.7418 0.0099 -2.1195 -0.23 0.41 0.32 0.133
H -6.5636 -0.4908 0.8872 -0.09 -0.46 0.28 0.097
H -5.4841 0.6960 0.3006 0.25 0.22 0.14 0.080
H -4.8417 -0.4581 1.4696 0.10 -0.42 -0.28 0.084
H -6.5750 -3.5504 -1.8123 -0.60 0.47 0.57 0.096
H -5.5588 -4.0201 -2.7939 0.90 -0.17 -0.43 0.099
C -0.9472 -3.2469 -2.8633 1.33 0.08 -1.18 -0.048
C -2.2383 -3.4952 -2.1958 -0.23 -0.30 0.54 -0.427
C -2.2445 -4.7879 -1.4152 0.68 0.48 0.04 -0.172
O -3.4845 -4.8642 -0.7021 1.76 -6.07 -0.75 -0.345
C -3.6119 -6.1883 -0.1039 -0.97 0.35 0.45 -0.045
N -2.5936 -2.3633 -1.3250 1.82 -0.51 -1.13 0.019
H -0.5459 -4.1728 -3.2753 0.10 0.03 -0.22 0.089
H -0.1594 -2.8046 -2.2535 -0.13 -0.21 0.56 0.086
H -1.0873 -2.5171 -3.6608 0.01 -0.10 -0.22 0.078
H -2.9877 -3.5768 -2.9831 -0.36 -0.02 -0.04 0.131
H -1.4396 -4.8225 -0.6810 0.26 0.04 -0.06 0.118
H -2.0848 -5.5995 -2.1251 -0.36 -0.34 0.18 0.140
H -2.9505 -6.3211 0.7523 0.46 0.07 -0.34 0.097
H -3.5594 -7.0289 -0.7958 0.57 0.37 -0.39 0.104
H -4.6150 -6.2905 0.3103 -0.17 0.39 -0.02 0.078
H -1.7320 -2.1763 -0.8324 0.09 0.41 0.73 0.061
H -2.6022 -1.6124 -2.0003 -0.54 1.59 -0.19 0.031
C 7.4140 3.9870 1.3163 -0.77 0.50 1.10 -0.075
C 7.0002 2.5606 1.0456 0.78 -0.55 -0.38 -0.379
C 5.4944 2.4044 0.6562 0.06 -0.36 0.02 -0.158
O 4.5845 2.4026 1.7419 2.63 1.35 1.66 -0.216
C 3.2880 2.0209 1.5143 -0.42 -0.77 -0.59 -0.104
N 7.9415 2.0651 -0.0383 -1.30 0.06 0.23 0.028
H 7.0152 4.3319 2.2703 -0.47 0.23 -0.04 0.073
H 7.0289 4.6052 0.5053 0.12 0.28 0.05 0.084
H 8.4810 4.1644 1.4511 0.14 -0.40 -0.39 0.080
H 7.2362 1.8958 1.8766 -0.35 0.14 0.33 0.136
H 5.3366 1.4499 0.1540 0.28 0.04 -0.50 0.095
H 5.2212 3.2527 0.0287 0.00 0.00 -0.59 0.122
H 3.2786 0.9310 1.5022 -0.52 -0.27 -0.28 0.081
H 2.9413 2.4237 0.5626 -0.47 0.00 -0.09 0.086
H 2.6659 2.3656 2.3403 -0.01 0.12 -0.22 0.073
H 8.8577 2.3040 0.3132 0.31 -0.29 0.16 0.067
H 7.8481 2.7244 -0.7976 -0.17 0.03 -0.56 0.068
C 2.5253 0.6250 -2.5415 0.01 1.58 -0.01 -0.033
C 1.1820 1.1624 -3.1540 1.57 0.91 1.78 -0.365
C 1.3067 1.9631 -4.4622 -0.46 -1.17 0.51 -0.180
O 2.1448 3.0902 -4.4106 -0.06 -1.58 2.30 -0.147
C 2.0295 3.8406 -5.5222 0.77 1.53 -2.12 -0.164
N 0.2578 0.0500 -3.2159 0.82 -0.78 -1.05 0.053
H 2.3652 0.0414 -1.6349 -0.38 -0.68 -0.38 0.067
H 3.1295 1.4132 -2.0923 0.04 0.58 -0.40 0.067
H 3.1829 0.1694 -3.2818 -0.23 -0.46 0.01 0.081
H 0.7065 1.7853 -2.3964 0.35 0.65 0.06 0.127
H 0.2769 2.2235 -4.7071 -0.17 0.36 -0.31 0.107
H 1.6664 1.2854 -5.2364 0.08 -0.20 -0.33 0.109
H 1.1049 4.4159 -5.5712 -0.21 0.07 -0.05 0.088
H 2.1673 3.2871 -6.4510 -0.49 -0.61 -0.24 0.084
H 2.8882 4.5069 -5.6040 -0.12 0.43 0.53 0.097
H 0.7919 -0.6327 -3.7343 -0.28 -0.59 -0.90 0.048
H 0.3572 -0.3510 -2.2942 -0.60 0.01 0.66 0.045
C -2.9441 1.7247 -4.7972 -0.69 -0.52 0.69 -0.016
C -3.2706 0.2742 -4.2896 0.47 1.25 -0.38 -0.396
C -2.8567 -0.6465 -5.3745 -0.46 -1.43 -2.18 -0.190
O -3.5639 -0.3651 -6.6473 0.77 -0.10 0.67 -0.191
C -3.0971 -1.1471 -7.7610 0.56 0.46 0.68 -0.088
N -2.5042 -0.0064 -3.0644 -1.29 -0.20 -0.50 0.059
H -3.4084 2.4621 -4.1424 -0.25 0.05 -0.13 0.063
H -3.2293 1.8631 -5.8401 -0.05 0.10 0.17 0.078
H -1.8746 1.8927 -4.6707 0.14 -0.24 -0.23 0.056
H -4.3161 0.0618 -4.0663 -0.32 0.68 -0.19 0.109
H -3.0850 -1.6921 -5.1683 -0.15 -0.38 0.46 0.110
H -1.7722 -0.6307 -5.4819 0.27 0.37 -0.43 0.114
H -3.5277 -2.1480 -7.7928 -0.08 -0.12 0.20 0.084
H -2.0096 -1.2087 -7.7203 0.12 -0.28 0.15 0.049
H -3.2852 -0.6625 -8.7191 -0.52 0.32 0.28 0.092
H -2.6035 0.8629 -2.5599 -0.17 0.04 0.80 0.045
H -1.5250 -0.0058 -3.3122 0.70 -0.03 -0.12 0.007
C 0.1250 0.6211 6.7670 0.50 0.60 -0.79 -0.026
C 0.9807 0.8484 5.4626 -0.90 0.52 -0.52 -0.388
C 1.1627 2.3615 5.0866 -0.23 -1.72 1.52 -0.207
O -0.0888 2.9681 5.0501 0.20 0.68 -0.46 -0.207
C 0.0915 4.3306 4.6644 -0.94 0.09 0.43 -0.076
N 2.2582 0.1565 5.5574 -0.38 -0.07 0.77 0.046
H -0.9371 0.8435 6.6631 0.04 -0.02 -0.52 0.064
H 0.4370 1.3109 7.5512 0.38 -0.11 0.16 0.078
H 0.2009 -0.4078 7.1186 0.22 0.02 -0.06 0.052
H 0.4710 0.3935 4.6133 -0.43 0.03 -0.04 0.096
H 1.7090 2.5055 4.1545 0.01 -0.26 -0.25 0.095
H 1.7475 2.7955 5.8976 0.38 0.32 0.15 0.128
H 0.4960 4.4380 3.6579 -0.04 -0.11 -0.07 0.072
H 0.7383 4.8499 5.3714 0.26 -0.03 0.12 0.093
H -0.8971 4.7820 4.7486 0.05 0.10 -0.30 0.087
H 2.5945 0.3375 6.4925 0.65 -0.06 0.02 0.081
H 2.9198 0.4989 4.8754 0.16 0.13 0.03 0.068
C -5.0406 3.6011 -0.1869 -1.12 1.75 0.11 -0.060
C -3.6764 3.9171 -0.7751 -0.08 0.30 -0.38 -0.411
C -2.7326 4.5483 0.2528 -0.08 -0.35 1.94 -0.186
O -3.1009 5.8408 0.7332 -0.23 0.33 -0.18 -0.179
C -2.3974 6.3239 1.8884 -0.08 -0.07 -0.20 -0.086
N -3.2192 2.6371 -1.2845 0.78 -0.33 0.24 0.057
H -5.4929 4.5689 0.0298 -0.38 0.04 0.05 0.083
H -5.1245 3.0750 0.7640 0.93 -0.20 0.17 0.063
H -5.7226 3.0722 -0.8527 0.27 0.09 -0.44 0.072
H -3.7065 4.5898 -1.6322 -0.63 0.20 -0.05 0.137
H -1.6723 4.6030 0.0060 -0.06 -0.37 -0.65 0.087
H -2.8340 3.8678 1.0982 0.48 -0.29 0.42 0.107
H -1.3493 6.0358 1.9695 0.20 -0.20 -0.60 0.067
H -2.8111 6.0051 2.8451 -0.54 -0.27 -0.11 0.077
H -2.4335 7.4128 1.8546 -0.09 -0.04 -0.11 0.086
H -2.2197 2.6810 -1.4230 0.49 -0.04 -0.20 0.052
H -3.3054 2.0137 -0.4945 0.16 -0.62 0.18 0.047
C 2.4125 -3.9760 -0.1300 0.72 -0.81 0.48 -0.041
C 2.2077 -4.8676 -1.3704 0.44 0.35 -0.67 -0.412
C 3.4544 -5.6959 -1.9182 -0.44 -0.54 -0.29 -0.106
O 3.1596 -6.5860 -3.0936 -0.33 1.61 1.13 -0.224
C 4.2365 -7.4493 -3.4652 -0.07 0.46 0.56 -0.113
N 1.0325 -5.6438 -1.1005 -0.60 -0.84 -0.21 0.032
H 3.4217 -3.6050 0.0487 -0.04 0.48 -0.56 0.072
H 2.2666 -4.5667 0.7744 -0.08 -0.55 0.00 0.060
H 1.6452 -3.2113 -0.0095 0.20 0.31 -0.55 0.072
H 1.8421 -4.2479 -2.1893 0.63 0.38 -0.30 0.092
H 3.8492 -6.3496 -1.1403 -0.02 -0.03 0.29 0.118
H 4.2379 -4.9849 -2.1803 0.10 0.03 -0.22 0.114
H 5.1941 -6.9290 -3.4815 0.08 0.20 0.08 0.082
H 4.0771 -7.8348 -4.4722 -0.36 0.06 0.14 0.086
H 4.3067 -8.2700 -2.7512 0.07 -0.19 -0.01 0.083
H 0.9805 -6.2697 -1.8915 -0.46 -0.58 -0.01 0.074
H 1.1511 -6.1993 -0.2654 0.11 -0.28 0.13 0.080
C 3.3875 -1.7546 2.7122 -0.36 -0.36 -0.89 -0.060
C 2.5543 -2.8525 3.4210 1.07 1.42 1.23 -0.336
C 3.3016 -3.3597 4.7290 0.04 -0.52 -0.30 -0.174
O 4.4891 -4.0952 4.4056 0.26 -0.26 0.03 -0.207
C 5.3760 -4.3726 5.5126 -0.87 0.61 -0.40 -0.093
N 1.2110 -2.2943 3.7456 0.14 -0.72 0.22 0.054
H 4.3259 -2.1057 2.2829 0.12 -0.08 0.20 0.071
H 3.5647 -0.8031 3.2136 0.06 -0.39 0.75 0.059
H 2.7700 -1.4309 1.8743 -0.04 -0.06 -0.44 0.051
H 2.4162 -3.6640 2.7065 0.09 -0.20 0.29 0.103
H 2.6849 -4.0155 5.3437 -0.54 -0.04 -0.11 0.107
H 3.6015 -2.5463 5.3897 -0.22 0.58 -0.20 0.107
H 5.5840 -3.4507 6.0556 0.49 0.33 -0.26 0.079
H 6.2656 -4.8523 5.1044 -0.06 0.29 0.01 0.086
H 4.9788 -5.0051 6.3064 -0.57 -0.49 -0.30 0.078
H 0.8647 -1.7772 2.9501 -0.06 -0.22 -0.63 0.025
H 1.3089 -1.5212 4.3882 0.49 0.01 0.69 0.026
C 5.2778 -1.1747 -1.2692 0.44 0.66 -0.55 -0.057
C 6.6200 -1.5744 -0.6377 -1.65 -1.51 -0.82 -0.457
C 7.8418 -1.4946 -1.5292 0.01 0.22 -0.02 -0.222
O 7.8011 -2.4134 -2.5832 -0.62 -0.54 -1.22 -0.186
C 8.9270 -2.3941 -3.4623 0.29 -0.34 1.20 -0.093
N 6.7775 -0.8876 0.5905 0.68 0.97 1.31 0.057
H 5.1010 -1.6102 -2.2526 0.12 -0.44 0.08 0.073
H 5.2616 -0.1042 -1.4739 0.01 0.29 0.16 0.058
H 4.4427 -1.3953 -0.6042 0.09 -0.07 0.05 0.060
H 6.4336 -2.6091 -0.3503 0.46 -0.47 -0.16 0.134
H 8.7032 -1.6998 -0.8937 0.38 0.07 0.10 0.124
H 7.8972 -0.4655 -1.8839 0.30 0.29 -0.24 0.123
H 9.1397 -1.3896 -3.8283 0.06 0.02 -0.03 0.088
H 8.8810 -3.1095 -4.2833 -0.98 0.20 -0.07 0.083
H 9.7569 -2.8099 -2.8909 0.58 0.51 0.14 0.082
H 7.6529 -1.1784 1.0018 0.10 -0.53 0.47 0.079
H 7.0026 0.0854 0.4396 -0.29 0.47 -0.45 0.018
C -6.0943 -4.6148 3.2818 0.02 -0.10 1.00 -0.041
C -5.3074 -3.6739 2.4087 -0.50 0.59 0.39 -0.419
C -3.8233 -3.9664 2.4796 -0.75 0.78 -0.82 -0.164
O -3.1174 -3.1668 1.5011 1.06 -0.31 2.06 -0.283
C -1.7108 -2.9691 1.8842 -0.34 -0.28 0.15 -0.032
N -5.8124 -3.7353 1.0307 -1.55 -1.16 1.12 -0.002
H -7.1626 -4.4260 3.1763 -0.07 -0.24 -0.21 0.094
H -5.8975 -4.4302 4.3378 0.20 0.06 0.08 0.098
H -5.8404 -5.6630 3.1239 -0.18 -0.13 -0.29 0.089
H -5.5994 -2.6779 2.7415 0.82 0.32 0.20 0.144
H -3.6909 -5.0075 2.1849 0.27 -0.19 0.59 0.103
H -3.6221 -3.7565 3.5301 1.02 -0.11 -0.08 0.128
H -1.1304 -2.5559 1.0592 -0.51 0.61 0.17 0.061
H -1.1764 -3.8931 2.1049 -0.48 -0.53 0.12 0.093
H -1.7050 -2.3819 2.8025 0.27 0.34 -0.31 0.082
H -6.7355 -3.3302 1.0939 -0.21 0.80 -0.35 0.101
H -6.1201 -4.6964 0.9882 0.28 -0.74 -0.80 0.080
C -2.3245 -2.6192 6.1872 -1.80 -0.92 0.87 -0.063
C -1.4970 -3.8875 6.5805 -1.10 1.48 -0.26 -0.391
C -1.9000 -5.2036 5.8750 -0.38 0.77 -1.08 -0.167
O -3.2331 -5.6908 6.1774 0.49 1.10 0.70 -0.195
C -3.6151 -6.8210 5.4286 0.95 0.33 -0.01 -0.121
N -0.0979 -3.5247 6.4430 0.77 -1.21 0.67 0.045
H -2.1613 -1.7959 6.8827 0.90 0.16 -0.28 0.067
H -3.3689 -2.7784 6.4554 -0.52 -0.48 -0.23 0.064
H -2.3714 -2.2719 5.1551 0.73 -0.12 -0.11 0.048
H -1.7635 -4.0588 7.6234 0.44 0.07 0.31 0.135
H -1.1074 -5.9406 6.0048 -0.14 -0.27 0.30 0.127
H -1.9396 -4.9390 4.8183 0.29 -0.22 -0.58 0.095
H -3.0441 -7.6691 5.8064 -0.25 -0.43 -0.19 0.092
H -3.3530 -6.6568 4.3834 0.11 -0.14 -0.40 0.064
H -4.6909 -6.9930 5.4638 0.08 0.13 0.46 0.086
H 0.2684 -3.3567 5.5169 -0.48 -0.10 -0.54 0.026
H 0.1090 -2.6845 6.9639 -0.14 -0.09 0.18 0.054
C -0.2016 8.7055 -4.1341 -0.12 0.48 0.16 -0.058
C -0.9860 8.6532 -2.8182 1.10 0.34 -0.34 -0.429
C -0.6556 7.3330 -2.1051 -2.03 -0.60 -0.60 -0.158
O -1.4276 6.4059 -2.9088 0.38 -1.15 0.21 -0.205
C -0.9973 5.0519 -2.9293 0.12 0.10 -1.27 -0.101
N -0.6618 9.8355 -2.0077 -0.08 -0.53 0.42 0.030
H -0.3564 7.8217 -4.7530 0.04 0.07 0.11 0.075
H 0.8551 8.8589 -3.9155 0.16 -0.40 0.15 0.080
H -0.4466 9.5976 -4.7103 -0.41 -0.03 -0.14 0.072
H -2.0637 8.6781 -2.9798 -0.06 -0.57 -0.40 0.136
H -1.1602 7.2514 -1.1423 0.52 0.45 0.56 0.114
H 0.3878 7.0216 -2.0565 0.17 0.37 -0.10 0.122
H -0.0298 4.9599 -3.4228 0.51 0.15 0.23 0.076
H -1.6480 4.5125 -3.6176 -0.43 0.14 0.05 0.082
H -0.9689 4.4457 -2.0238 -0.06 0.61 0.60 0.062
H -0.6768 10.6710 -2.5748 0.09 0.05 -0.24 0.064
H -1.4706 9.9187 -1.4086 0.13 0.41 0.56 0.066
C 4.9625 6.8672 2.9023 -0.89 -0.66 0.29 -0.050
C 3.6716 5.9566 3.0820 1.44 1.20 -1.15 -0.384
C 3.0179 5.7910 1.6753 -0.04 -0.58 0.90 -0.194
O 1.7681 5.1513 1.8295 -0.68 0.85 -0.42 -0.228
C 1.0518 5.0828 0.5846 0.06 -1.38 1.56 -0.083
N 4.0239 4.7035 3.7108 -0.47 -0.54 0.09 0.063
H 5.5765 6.9894 3.7946 -0.39 -0.30 0.33 0.069
H 4.6780 7.8762 2.6037 0.02 -0.09 -0.34 0.069
H 5.6301 6.3985 2.1793 -0.10 0.16 -0.33 0.051
H 2.9734 6.4594 3.7511 -0.13 0.14 -0.14 0.132
H 3.5689 5.0794 1.0604 0.92 0.22 -0.17 0.113
H 2.9000 6.7285 1.1319 0.07 0.28 0.08 0.125
H 1.5880 4.4086 -0.0831 0.17 0.23 -0.47 0.084
H 0.8034 6.0433 0.1331 0.16 0.11 0.13 0.081
H 0.1732 4.5226 0.9046 -0.31 0.25 -0.49 0.063
H 4.4732 4.0761 3.0592 0.80 0.13 -0.41 0.041
H 3.1572 4.1911 3.7904 -0.51 -0.03 0.61 0.031
C -3.4144 0.4902 4.0554 -1.58 -1.77 1.22 -0.074
C -3.7447 1.8534 3.5098 0.24 -1.19 0.72 -0.419
C -4.8026 2.6736 4.3017 0.26 0.10 -0.50 -0.173
O -6.0137 1.9797 4.5012 -0.05 -1.12 0.24 -0.194
C -6.9519 2.6185 5.3385 -0.98 -0.23 -0.60 -0.116
N -2.4865 2.5128 3.4350 1.35 2.06 -0.75 0.066
H -4.2515 -0.1808 3.8630 -0.10 -0.54 -0.40 0.058
H -3.3783 0.3813 5.1394 0.25 0.71 0.37 0.079
H -2.4821 0.0517 3.6995 -0.11 0.24 -0.48 0.068
H -4.0747 1.6355 2.4940 -0.32 0.58 -0.23 0.108
H -5.0487 3.5680 3.7293 0.35 0.38 -0.09 0.120
H -4.3919 2.9747 5.2654 0.27 0.04 0.15 0.126
H -7.4644 3.4139 4.7975 0.59 0.89 0.17 0.086
H -6.6073 2.8815 6.3386 0.42 0.32 -0.18 0.092
H -7.8230 1.9812 5.4903 0.37 -0.78 0.05 0.080
H -1.8733 2.0258 2.7971 -0.37 -0.01 -0.96 0.046
H -1.8644 2.4063 4.2235 -0.60 0.25 1.08 0.053
```
Forces are in eV/Å.

Output
HOMO-LUMO gap: 0.2748 Ha
E_LUMO: -2.49 eV
charge: +1